# 1
Entry from OMol25: a cluster of 3 separate species, C16H27O9 in total at a distorted geometry (the ωB97M-V functional and the def2-TZVPD basis).

XYZ file:
```
52
Properties=species:S:1:pos:R:3:nbo_charge:R:1
C -3.20025 -6.18936 0.55441 -0.6267
C -2.03646 -5.38354 0.01583 -0.0609
O -1.36240 -4.74177 1.10570 -0.5584
C -0.10580 -4.17675 0.80518 -0.0701
C -0.11665 -2.67096 1.06341 -0.0806
O -0.84678 -2.07265 0.01260 -0.5446
C -1.19529 -0.70608 0.21585 -0.1009
C -2.41746 -0.47787 1.10493 -0.0859
O -3.64400 -0.59434 0.41540 -0.5426
C -4.23039 -1.89749 0.45381 -0.1916
C -5.07584 -2.27464 -0.78563 0.7432
O -5.55795 -1.35468 -1.43546 -0.7570
O -5.21705 -3.49759 -0.88251 -0.7990
H -2.88385 -7.16657 0.93292 0.1804
H -3.66003 -5.63773 1.38100 0.2280
H -3.95631 -6.31409 -0.22177 0.2333
H -1.31238 -6.02501 -0.50562 0.1421
H -2.40655 -4.63677 -0.69269 0.2036
H 0.12990 -4.34069 -0.25298 0.1740
H 0.66758 -4.66572 1.41518 0.1605
H -0.57927 -2.49740 2.04599 0.1716
H 0.90344 -2.25985 1.09078 0.1556
H -0.32969 -0.13890 0.58453 0.1654
H -1.46365 -0.33481 -0.77861 0.2004
H -2.39291 -1.17451 1.95531 0.1615
H -2.36509 0.54092 1.50243 0.1731
H -4.88887 -1.95304 1.33385 0.1540
H -3.45095 -2.65076 0.56729 0.1700
O 1.09744 2.04041 0.49428 -0.5822
C 1.75795 1.67239 -0.43386 0.8015
O 2.66782 0.67533 -0.30129 -0.4975
C 3.39021 0.48767 -1.53010 -0.0690
C 2.49343 1.06759 -2.61920 -0.4284
C 1.76816 2.17880 -1.85922 -0.5449
H 4.33710 1.02716 -1.45136 0.1742
H 3.59043 -0.57575 -1.63626 0.1946
H 3.05474 1.41240 -3.48505 0.2183
H 1.77920 0.31270 -2.95005 0.2161
H 2.32291 3.11406 -1.86031 0.2637
H 0.75359 2.35545 -2.20533 0.2459
O 3.93332 4.71927 -1.54891 -0.5857
C 3.33971 5.21665 -0.63183 0.7972
O 2.00621 5.13024 -0.50687 -0.4826
C 1.54888 5.85965 0.64563 -0.0698
C 2.77279 5.97553 1.55115 -0.4314
C 3.91363 6.00590 0.52981 -0.5269
H 1.19114 6.83367 0.30491 0.1747
H 0.72302 5.30064 1.07602 0.2182
H 2.72830 6.84280 2.20603 0.2192
H 2.85408 5.08129 2.16918 0.2215
H 4.13408 7.01305 0.17182 0.2328
H 4.83682 5.54575 0.86967 0.2422
```

Properties
HOMO-LUMO gap in eV: 5.9
HOMO energy in eV: -3.87
Charge: -1
LUMO level in hartree: 0.0740

***

# 2
Entry from OMol25: a structure of composition C3HClNP at a distorted geometry (the ωB97M-V functional and the def2-TZVPD basis).

XYZ file:
```
7
Properties=species:S:1:pos:R:3:nbo_charge:R:1
C -2.54077 -0.04086 -0.16127 0.2187
C -0.00351 0.02063 0.41478 -0.1293
C -1.22766 -0.03636 0.22198 -0.2596
N -3.64594 0.07518 -0.37845 -0.2592
P 2.27125 0.11021 0.71083 0.6494
Cl 2.62300 -1.39342 -0.46307 -0.2218
H 2.52363 1.26462 -0.34479 0.0020
```

Properties
HOMO-LUMO gap in eV: 9.4
ΔE to the lowest compared entry with this formula, charge and spin in kJ/mol: 147.1
HOMO energy in eV: -10.34
LUMO level in hartree: -0.0339

***

# 3
Entry from OMol25: the molecule C4H5BrN2O at a distorted geometry (the ωB97M-V functional and the def2-TZVPD basis).

XYZ file:
```
13
Properties=species:S:1:pos:R:3:nbo_charge:R:1
C -0.94203 -1.25354 0.14447 -0.4474
C 0.41158 -1.25657 0.30087 0.0998
C -1.43196 -0.19140 -0.66484 0.1148
C 0.54807 1.11197 -0.32953 0.3713
N -0.79357 0.87186 -0.92918 -0.5021
N 1.18817 -0.23461 0.08141 -0.4695
O 0.43113 1.77487 0.89644 -0.7304
Br 2.98455 -0.20327 0.38221 0.2625
H -1.45451 -2.19969 0.35421 0.2304
H 0.91231 -2.02509 0.72406 0.2014
H -2.48151 -0.23187 -0.91029 0.1873
H 1.09019 1.72304 -1.08348 0.1880
H -0.46241 2.11430 1.03364 0.4940
```

Properties
SMILES: O[C@@H]1N=CC=CN1Br
HOMO-LUMO gap in eV: 8.5
ΔE to the lowest compared entry with this formula, charge and spin in kJ/mol: 183.3
HOMO energy in eV: -8.32
LUMO level in hartree: 0.0073

***

# 4
Entry from OMol25: a cluster of 2 separate species, CH3Cl2PS2 in total at a distorted geometry (the ωB97M-V functional and the def2-TZVPD basis).

XYZ file:
```
9
Properties=species:S:1:pos:R:3:nbo_charge:R:1
C -0.11999 -0.26557 -0.06461 -0.7288
P -3.10142 -0.32336 0.12715 0.6707
S -3.98430 2.84042 0.48416 -0.0616
S -1.38057 -1.57871 0.03412 -0.0533
Cl -4.37432 -1.53586 1.07423 -0.2466
Cl -3.83297 -0.40094 -1.74563 -0.2699
H 0.20631 -0.15726 -1.09445 0.2245
H 0.71037 -0.57541 0.55910 0.2339
H -0.54472 0.66378 0.30073 0.2311
```

Properties
HOMO-LUMO gap (alpha / beta) in eV: 6.8 / 6.8
ΔE to the lowest compared entry with this formula, charge and spin in kJ/mol: 307.7
HOMO energy (alpha / beta) in eV: -9.45 / -9.40
LUMO level (alpha / beta) in hartree: -0.0963 / -0.0950

***

# 5
Entry from OMol25: a cluster of 2 separate species, CH2OS2 in total at a distorted geometry (the ωB97M-V functional and the def2-TZVPD basis).

XYZ file:
```
6
Properties=species:S:1:pos:R:3:nbo_charge:R:1
C -1.60612 0.55494 0.01025 -0.4883
O 2.58333 -1.33384 0.67601 -0.6921
S 3.27436 -0.73839 -0.45759 0.6962
S -0.15761 -0.11520 -0.24723 0.0757
H -2.54897 -0.01524 0.14579 0.2068
H -1.54499 1.64772 -0.12723 0.2016
```

Properties
SMILES: C=S.O=S
HOMO-LUMO gap (alpha / beta) in eV: 7.4 / 7.5
ΔE to the lowest compared entry with this formula, charge and spin in kJ/mol: 306.4
HOMO energy (alpha / beta) in eV: -8.76 / -8.86
LUMO level (alpha / beta) in hartree: -0.0501 / -0.0517

***

# 6
Entry from OMol25: a cluster of 2 separate species, C4H7NOS in total at a distorted geometry (the ωB97M-V functional and the def2-TZVPD basis).

XYZ file:
```
14
Properties=species:S:1:pos:R:3:nbo_charge:R:1
C -1.55740 0.03199 -0.85165 -0.6283
C -0.56645 -0.36951 0.18267 -0.0590
C -0.03386 0.59916 1.24715 -0.4759
C 1.31612 0.39286 0.66265 0.0693
H -1.28987 1.01328 -1.44616 0.2401
H -2.57137 0.16058 -0.36379 0.2256
H -1.72771 -0.99848 -1.63442 0.2239
H -0.68523 -1.38684 0.50084 0.2127
H 0.04284 0.42736 2.33446 0.2442
H -0.31730 1.67797 1.14565 0.2370
H 2.23128 -1.42468 -0.99237 0.4105
N 0.87654 -0.10335 -0.41557 -0.0769
O 1.44144 -0.49258 -1.51494 -0.4545
S 2.84097 0.47223 1.14547 -0.1688
```

Properties
HOMO-LUMO gap in eV: 8.5
ΔE to the lowest compared entry with this formula, charge and spin in kJ/mol: 515.3
HOMO energy in eV: -8.45
LUMO level in hartree: 0.0022

***

# 7
Entry from OMol25: the molecule C3H9NS2 at a distorted geometry (the ωB97M-V functional and the def2-TZVPD basis).

XYZ file:
```
15
Properties=species:S:1:pos:R:3:nbo_charge:R:1
S 1.95873 3.46580 -0.04084 -0.1635
S 1.65689 1.18722 0.55739 0.0915
C -0.08424 1.19724 -0.02567 -0.5205
C -0.32643 -0.21415 -0.57041 -0.4277
C -0.22484 -1.38528 0.44246 -0.2282
N -1.03687 -2.55219 0.08395 -0.8072
H 2.78591 3.13728 0.95464 0.1424
H -0.31147 1.83167 -0.88016 0.2306
H -0.77032 1.45987 0.78002 0.2126
H 0.34722 -0.39533 -1.41175 0.2052
H -1.35168 -0.23508 -0.97180 0.1958
H -0.55787 -0.87642 1.35223 0.1855
H 0.83052 -1.66503 0.47035 0.1914
H -0.92184 -2.73752 -0.90796 0.3483
H -1.99373 -2.21810 0.16754 0.3438
```

Properties
SMILES: NCCCSS
HOMO-LUMO gap in eV: 7.9
ΔE to the lowest compared entry with this formula, charge and spin in kJ/mol: 142.8
HOMO energy in eV: -8.79
LUMO level in hartree: -0.0331

***

# 8
Entry from OMol25: the ion C6H9O2 with charge +1 at a distorted geometry (the ωB97M-V functional and the def2-TZVPD basis).

XYZ file:
```
17
Properties=species:S:1:pos:R:3:nbo_charge:R:1
C 2.84097 0.55878 -0.20986 0.4650
C -0.95557 -1.05499 -0.27902 -0.3425
C -1.76317 0.28011 0.03738 -0.4839
C 0.26043 -1.11510 0.77152 -0.5397
C -1.25634 1.55289 -0.58899 -0.3105
C 1.36620 -0.30126 0.37376 0.8141
O 1.50392 0.66523 -0.50118 -0.3611
O 2.66738 -0.51618 0.65699 -0.3653
H 3.62741 1.02560 -0.74399 0.2523
H -1.54594 -1.86307 -0.08298 0.2372
H -0.54799 -0.89061 -1.20443 0.2125
H -2.82573 0.10935 -0.49691 0.2507
H -1.90591 0.27416 1.11927 0.2180
H -0.03501 -0.76028 1.77026 0.2926
H 0.64967 -2.08824 0.84555 0.2849
H -0.93288 1.76485 -1.58757 0.1941
H -1.14744 2.35877 0.12019 0.1817
```

Properties
HOMO-LUMO gap (alpha / beta) in eV: 9.7 / 5.3
ΔE to the lowest compared entry with this formula, charge and spin in kJ/mol: 519.7
HOMO energy (alpha / beta) in eV: -14.74 / -11.74
Charge: +1
LUMO level (alpha / beta) in hartree: -0.1835 / -0.2354

***

# 9
Entry from OMol25: a structure of composition C39H35As2IrN9O2S at a distorted geometry (the ωB97M-V functional and the def2-TZVPD basis).

XYZ file:
```
89
Properties=species:S:1:pos:R:3:mulliken_charge:R:1
Ir -0.32252 -0.09525 -0.28095 2.4424
N 1.20525 -0.45227 1.44447 -0.7004
N 0.65366 -0.60560 2.71279 -0.3440
C -0.68319 -0.55918 2.86479 0.3767
N -1.19740 -0.70534 4.06361 -0.2862
N -1.35496 -0.34984 1.71093 -0.3972
N -2.74252 -0.19626 1.70869 0.5630
O -3.39394 -0.30878 2.72915 -0.8072
O -3.21712 0.05043 0.62648 -0.3860
H 1.72345 -1.29636 1.20023 0.2917
H 1.83942 0.34417 1.43634 0.4780
H 1.26159 -0.77565 3.50095 0.2110
H -0.61818 -0.84302 4.87811 0.2132
H -2.20117 -0.63823 4.17299 0.2135
C -2.35246 -2.67099 -0.71437 -1.0019
C -2.77494 -1.92633 -1.97404 -1.3320
As -1.98987 -0.12790 -2.09726 1.5772
C -3.47071 1.07030 -2.23844 0.2077
C -3.55610 2.21423 -1.45541 -0.0716
C -4.64919 3.05632 -1.59894 -0.7706
C -5.63939 2.75224 -2.52236 -0.6502
C -5.54530 1.60870 -3.30572 -0.8728
C -4.45825 0.75907 -3.16879 -0.5121
C -1.15216 -0.06578 -3.82589 0.6745
C -0.17614 -1.00403 -4.13481 -0.2266
C 0.47201 -0.96381 -5.35787 -0.5208
C 0.15791 0.03735 -6.26979 -0.8132
C -0.81254 0.98028 -5.96218 -0.8951
C -1.46580 0.93897 -4.73633 -0.8269
As -0.41012 -2.70319 -0.59137 0.8155
C 0.01693 -3.40962 1.15086 -0.0867
C 1.35266 -3.75811 1.36839 -0.5095
C 1.75580 -4.24182 2.60571 -0.7923
C 0.82372 -4.37795 3.62958 -0.7597
C -0.50589 -4.04249 3.41074 -0.7388
C -0.91120 -3.54696 2.17600 -0.2559
C -0.04043 -4.22940 -1.73926 1.0593
C 0.67069 -4.17852 -2.93153 0.3266
C 0.76624 -5.32139 -3.71578 -0.8280
C 0.16369 -6.49866 -3.30098 -0.6742
C -0.52913 -6.54429 -2.09729 -0.8413
C -0.62696 -5.41333 -1.30186 -0.7024
H -2.74607 -3.68765 -0.72254 0.8221
H -2.73806 -2.17211 0.17105 0.3858
H -3.85782 -1.80530 -1.97539 0.7239
H -2.48644 -2.45250 -2.88571 0.5598
H -2.78155 2.43656 -0.73118 0.1647
H -4.73040 3.94660 -0.98979 0.4523
H -6.49120 3.40954 -2.63355 0.4257
H -6.31924 1.37757 -4.02503 0.4455
H -4.38605 -0.12758 -3.78834 0.4694
H 0.05510 -1.77988 -3.42065 -0.3415
H 1.21415 -1.71239 -5.60815 0.5310
H 0.66578 0.07865 -7.22421 0.4390
H -1.06973 1.74905 -6.67842 0.4821
H -2.22323 1.67638 -4.50312 0.4473
H 2.07172 -3.68961 0.55604 0.4686
H 2.78536 -4.53532 2.76439 0.5090
H 1.13221 -4.76775 4.59075 0.4767
H -1.23691 -4.18964 4.19569 0.5297
H -1.95775 -3.31579 2.01116 0.4626
H 1.16331 -3.27392 -3.25610 -0.0084
H 1.31793 -5.28940 -4.64571 0.4629
H 0.24416 -7.38938 -3.90910 0.4337
H -0.99452 -7.46402 -1.76938 0.4534
H -1.15313 -5.46735 -0.35629 0.3959
S 3.45310 5.68714 -3.16800 0.2606
N 3.58950 4.11233 -3.45324 -0.6342
C 2.75878 3.49869 -2.62483 0.7069
C 2.57571 2.06466 -2.51765 0.2825
C 3.29680 1.12492 -3.26143 -0.6883
C 3.07483 -0.21533 -3.03644 -1.0890
C 2.11554 -0.59908 -2.10648 -0.0086
N 1.40653 0.28621 -1.40728 0.4479
C 1.63824 1.60773 -1.59652 -0.1344
C 0.88779 2.52065 -0.77071 -0.0577
N 0.00264 1.96222 0.07986 0.2695
C -0.71603 2.74226 0.88479 -0.3059
C -0.57485 4.12737 0.88958 -0.8586
C 0.32735 4.71185 0.02651 -0.8134
C 1.07902 3.89791 -0.82751 0.3313
C 2.04391 4.39133 -1.78954 0.7979
N 2.35045 5.66174 -2.00080 -0.6438
H 4.02149 1.47039 -3.98827 0.6117
H 3.63073 -0.97199 -3.57208 0.5881
H 1.93611 -1.64374 -1.89637 0.4614
H -1.41380 2.25263 1.54940 0.2878
H -1.17730 4.72253 1.56110 0.5555
H 0.46687 5.78521 -0.01107 0.5953
```

Properties
HOMO-LUMO gap in eV: 7.3
ΔE to the lowest compared entry with this formula, charge and spin in kJ/mol: 116.0
HOMO energy in eV: -16.23
Charge: +3
LUMO level in hartree: -0.3287

***

# 10
Entry from OMol25: a structure of composition C3H3LiO9 at a distorted geometry (the ωB97M-V functional and the def2-TZVPD basis).

XYZ file:
```
16
Properties=species:S:1:pos:R:3:lowdin_spin:R:1
Li 2.00944 9.95704 -2.16509 0.0004
O 4.01812 12.38690 -4.24360 -0.0005
C 3.19872 11.48611 -4.71932 0.0007
O 3.30485 11.23487 -5.92039 0.0066
O 2.43308 10.81877 -3.96618 0.0152
H 4.32518 12.55379 -5.13773 0.0000
O 3.19543 7.96295 -4.96598 0.0244
C 2.91727 7.31842 -3.80287 0.0160
O 3.22147 6.14929 -3.71252 0.3810
O 2.55262 8.02689 -2.79683 0.5519
H 3.05063 8.86445 -4.66945 0.0030
O -0.65635 11.35384 0.00255 0.0000
C 0.28691 10.80937 -0.74048 0.0000
O 1.51999 10.90284 -0.32315 0.0004
O -0.00184 10.17028 -1.72559 0.0008
H -0.23546 11.87589 0.68951 0.0000
```

Properties
2S+1: 2
HOMO-LUMO gap (alpha / beta) in eV: 8.9 / 4.3
ΔE to the lowest compared entry with this formula, charge and spin in kJ/mol: 0.0
HOMO energy (alpha / beta) in eV: -5.84 / -5.83
Charge: -1
LUMO level (alpha / beta) in hartree: 0.1118 / -0.0560

***

# 11
Entry from OMol25: a cluster of 2 separate species, CH7NS2 in total at a distorted geometry (the ωB97M-V functional and the def2-TZVPD basis).

XYZ file:
```
11
Properties=species:S:1:pos:R:3:nbo_charge:R:1
S -0.70354 -0.30013 -1.88187 -0.1462
S 0.41429 1.36009 -1.17789 -0.1505
H -0.12157 -0.32902 -3.10924 0.1395
H 0.10301 1.20870 0.09202 0.1540
C 0.79201 -1.38740 3.30953 -0.4463
N -0.21845 -0.56180 2.32938 -0.8230
H 1.54414 -1.90053 2.59431 0.2144
H 0.17906 -1.95334 4.04526 0.1929
H 1.29759 -0.53956 3.83248 0.1924
H -0.55612 0.02472 3.07257 0.3334
H -1.04113 -1.21344 2.26589 0.3393
```

Properties
SMILES: CN.SS
HOMO-LUMO gap in eV: 8.7
ΔE to the lowest compared entry with this formula, charge and spin in kJ/mol: 134.7
HOMO energy in eV: -8.30
LUMO level in hartree: 0.0149

***

# 12
Entry from OMol25: the ion C8H14N with charge +1 at a distorted geometry (the ωB97M-V functional and the def2-TZVPD basis).

XYZ file:
```
23
Properties=species:S:1:pos:R:3:lowdin_spin:R:1
C -1.11342 -2.45488 -0.05662 0.6302
C 2.19408 -0.89934 0.06803 0.0463
C 1.53524 -0.02120 -1.08308 0.0680
C 1.47674 0.03335 1.09293 0.1668
C 0.57088 0.57807 -0.06720 0.1778
C -1.64678 0.66978 1.33832 0.0283
C -1.70800 0.58792 -1.26120 0.1378
C -0.91087 0.10739 -0.03373 0.1643
N -1.06278 -1.28866 0.01018 0.3857
H -1.46558 -3.42500 -0.33678 0.0799
H 1.83870 -1.96014 -0.01766 0.0082
H 3.24533 -1.08893 0.17093 0.0165
H 2.29392 0.60130 -1.44301 0.0012
H 1.02779 -0.60391 -1.90553 0.0301
H 1.02182 -0.45109 1.94230 0.0069
H 1.96762 0.92253 1.48798 0.0267
H 0.56150 1.72174 -0.03298 -0.0001
H -2.63903 0.24242 1.38197 0.0008
H -0.95828 0.28899 2.06638 0.0039
H -1.86650 1.75343 1.30469 0.0003
H -2.47033 -0.30641 -1.43810 0.0108
H -2.32314 1.51606 -1.01553 0.0057
H -1.06512 0.76917 -2.23077 0.0036
```

Properties
2S+1: 3
HOMO-LUMO gap (alpha / beta) in eV: 7.3 / 5.5
ΔE to the lowest compared entry with this formula, charge and spin in kJ/mol: 333.7
HOMO energy (alpha / beta) in eV: -9.85 / -15.20
Charge: +1
LUMO level (alpha / beta) in hartree: -0.0930 / -0.3580

***

no.,energy (Eh)
1,-1303.0566
2,-971.0839
3,-2914.1049
4,-2097.9633
5,-910.7989
6,-684.6108
7,-970.7773
8,-384.0056
9,-7123.6169
10,-800.9906
11,-893.3694
12,-367.4123